Here is C13H7Cl8IN2O2SiTi as an isolated structure from OMol25. Energies are from the ωB97M-V functional and the def2-TZVPD basis.

```
35
Properties=species:S:1:pos:R:3:forces:R:3:lowdin_charge:R:1
Ti 0.23166 0.07806 0.04044 0.114 -0.573 0.339 0.51
O -0.23876 -1.85272 -0.37720 0.134 0.215 -0.103 -0.25
N 0.46841 -2.51009 -1.21084 -0.018 -0.006 -0.032 0.07
N 1.40680 -1.81024 -1.68373 0.023 -0.045 -0.024 -0.16
O 1.53653 -0.55640 -1.30172 -0.171 0.056 0.063 -0.32
C 2.33633 -2.33687 -2.64266 0.010 -0.004 -0.008 -0.16
C 2.34255 -3.69707 -2.91764 0.028 0.030 -0.018 -0.01
C 3.24800 -4.17186 -3.85060 -0.009 -0.006 0.007 -0.07
C 4.12630 -3.30383 -4.48720 -0.003 -0.012 -0.001 -0.08
C 4.10157 -1.95067 -4.19067 -0.008 0.026 0.011 -0.06
C 3.20185 -1.45162 -3.26007 0.004 -0.033 -0.008 0.00
H 1.65928 -4.36196 -2.41126 -0.007 0.000 0.007 0.11
H 3.26944 -5.22916 -4.07699 0.000 -0.001 -0.001 0.11
H 4.83170 -3.68578 -5.21276 0.000 -0.003 -0.001 0.11
H 4.78456 -1.27175 -4.68273 0.003 -0.002 -0.003 0.11
H 3.16571 -0.40115 -3.01527 -0.001 0.007 0.000 0.10
Cl 0.10185 -2.95103 2.39595 -0.004 -0.006 -0.007 0.69
C -0.81737 -1.53140 2.75110 -0.011 -0.087 0.043 -0.67
C -0.72586 -0.40891 1.93492 0.046 0.067 -0.036 -0.26
C -1.44079 0.69266 2.35446 0.089 -0.075 0.007 -0.66
Cl -1.20220 2.10910 1.35143 -0.106 0.109 -0.040 0.70
C -2.25454 0.75146 3.47325 -0.017 0.058 0.000 -0.70
Cl -3.09919 2.19169 3.87926 0.015 -0.040 0.003 0.70
C -2.35013 -0.39975 4.24899 0.013 0.011 -0.030 -0.70
Cl -3.35012 -0.40072 5.64383 0.007 -0.005 -0.004 0.70
C -1.62208 -1.53947 3.89306 -0.039 0.011 0.036 -0.69
Cl -1.73397 -2.94182 4.88214 0.013 0.005 -0.016 0.69
I 3.23398 -0.72379 1.49352 -0.166 -0.026 0.028 0.79
C 1.89587 0.87869 1.04376 0.004 0.176 0.025 -0.78
H 2.48595 1.64625 0.55564 0.087 -0.077 0.003 -0.03
H 1.54077 1.25063 2.00513 0.055 0.047 -0.024 -0.03
Cl -1.51778 0.66031 -1.78071 0.076 0.112 -0.015 0.26
Si 0.23713 2.00032 -1.56551 -0.178 0.063 -0.156 -0.50
Cl 1.16006 1.99862 -3.40051 0.028 -0.012 -0.050 0.26
Cl -0.52810 3.90012 -1.37751 -0.012 0.019 0.006 0.23
```
Forces are in eV/Å.

Computed properties:
E: -159944.5040 eV
Energy above the lowest of the compared OMol25 structures with the same formula, charge and spin: 242.1 kJ/mol



Here is C13H7CoN2O6 as an isolated structure from OMol25. Energies are from the ωB97M-V functional and the def2-TZVPD basis.

```
29
Properties=species:S:1:pos:R:3:forces:R:3:lowdin_charge:R:1
Co -0.24420 0.01486 -0.15639 -0.100 -0.085 0.016 1.06
O 0.27808 -3.37960 -1.96863 -0.092 -0.268 -0.121 0.16
C 0.38365 -2.31025 -1.45494 -0.172 0.316 0.316 -0.52
O -0.58340 -1.65018 -0.81159 0.124 -0.190 -0.245 -0.10
C 1.68660 -1.54812 -1.45664 -0.040 0.188 0.116 -0.16
C 2.82939 -2.01157 -2.06201 0.111 -0.094 -0.074 0.04
C 3.97054 -1.22599 -1.99262 0.042 0.030 0.003 -0.01
C 3.92877 -0.01343 -1.31790 0.085 -0.053 -0.043 -0.02
C 2.74463 0.38716 -0.73237 -0.126 -0.104 0.024 -0.07
N 1.64857 -0.37537 -0.80834 0.105 0.277 0.013 0.03
H 2.79789 -2.96677 -2.56742 0.026 0.018 0.000 0.14
H 4.88856 -1.55615 -2.46009 -0.005 0.001 0.007 0.12
H 4.80108 0.61933 -1.24174 0.003 -0.011 -0.010 0.12
H 2.66100 1.32107 -0.19205 -0.033 -0.006 -0.014 0.13
O -0.30371 0.92306 6.67301 -0.485 -0.086 0.224 -0.02
C -0.85388 1.69395 5.87445 1.227 0.503 -0.406 -0.68
O -1.33858 2.82896 5.95674 -0.420 -0.197 0.247 -0.01
C -0.67149 1.23241 4.39190 -0.396 -0.209 -0.068 -0.05
C -0.04058 0.02691 4.10699 0.044 -0.049 0.080 0.03
C 0.13827 -0.36652 2.80030 -0.058 0.225 -0.245 -0.07
N -0.29084 0.40457 1.78776 0.034 -0.147 0.215 -0.01
C -0.91540 1.57920 2.05047 0.271 -0.402 0.057 -0.17
C -1.12044 2.02250 3.32836 0.005 0.032 0.077 0.09
C -1.31635 2.32294 0.82115 0.170 -0.193 -0.127 -0.48
O -1.84228 3.38359 0.79715 -0.156 0.303 -0.087 0.18
O -0.98090 1.62909 -0.31028 -0.093 0.123 -0.080 -0.12
H 0.30518 -0.58726 4.92895 -0.045 0.093 0.040 0.13
H 0.62876 -1.29654 2.53583 -0.049 0.026 -0.016 0.12
H -1.61422 2.96726 3.51780 0.022 -0.040 0.100 0.14
```
Forces are in eV/Å.

Computed properties:
2S+1: 5
E: -66485.5719 eV



Here is C13H8Cl3GeIO12S3V as an isolated structure from OMol25. Energies are from the ωB97M-V functional and the def2-TZVPD basis.

```
42
Properties=species:S:1:pos:R:3:forces:R:3:lowdin_charge:R:1
V 0.57872 0.31592 -0.31960 -0.107 -0.088 -0.110 1.10
O 1.28266 -1.47990 -0.85485 0.052 0.035 -0.001 -0.34
S -0.01744 -2.06803 -1.35175 -0.051 -0.074 -0.036 0.58
O -0.24344 -3.41905 -0.97961 -0.007 0.013 0.013 -0.24
O -0.98402 -1.05488 -0.85725 0.071 0.084 0.020 -0.39
C 0.10417 -1.99105 -3.11723 0.022 0.000 -0.002 -0.22
C 0.43318 -3.19645 -3.72101 0.013 0.005 -0.016 -0.04
C 0.70817 -3.24528 -5.08083 -0.003 -0.016 0.022 -0.04
C 0.66670 -2.08680 -5.83244 -0.003 0.026 -0.003 -0.06
C 0.32816 -0.87974 -5.23406 0.011 -0.027 0.004 -0.05
C 0.03853 -0.81821 -3.88083 -0.002 -0.009 0.003 -0.21
S -0.51635 0.77821 -3.30311 -0.027 0.023 0.040 0.57
O -1.90026 0.66241 -2.97996 0.004 0.017 -0.015 -0.24
O -0.08597 1.73644 -4.27031 0.000 -0.003 -0.012 -0.25
O 0.31436 1.01415 -2.02683 0.007 -0.009 0.036 -0.39
H 0.47608 -4.09173 -3.11779 -0.001 -0.001 0.006 0.12
H 0.96046 -4.19105 -5.54065 0.002 0.001 -0.001 0.11
H 0.89508 -2.10959 -6.88932 0.000 -0.006 0.002 0.11
H 0.28719 0.03255 -5.81208 -0.003 0.000 -0.002 0.12
Cl -1.53115 -2.91779 2.09846 -0.023 0.035 -0.014 0.34
Ge -2.98924 -1.43848 1.81644 0.023 -0.028 -0.027 -0.28
Cl -4.28794 -1.35340 3.46902 -0.018 0.009 0.018 0.28
Cl -4.06060 -1.61040 0.02798 -0.017 -0.011 -0.021 0.32
I 4.19953 -0.43504 -6.69464 -0.004 -0.001 0.007 0.90
C 3.83312 0.31451 -4.78323 0.005 0.001 -0.022 -0.72
C 3.66037 1.68013 -4.60943 -0.009 0.009 0.020 -0.13
C 3.39959 2.17298 -3.34197 0.003 -0.001 -0.026 0.01
C 3.29148 1.29820 -2.26796 0.010 0.003 0.032 -0.15
C 3.48078 -0.06756 -2.44792 -0.002 0.020 -0.002 -0.01
C 3.76118 -0.56299 -3.70995 -0.005 -0.009 0.000 -0.13
C 2.92980 1.87189 -0.95075 -0.027 -0.080 0.004 -0.41
O 3.19257 2.94550 -0.52856 -0.017 0.018 -0.014 0.20
O 2.14468 1.00119 -0.16133 0.119 0.050 0.008 -0.12
H 3.71517 2.35325 -5.45295 -0.004 0.000 -0.003 0.10
H 3.24688 3.23208 -3.18558 -0.005 0.001 0.005 0.13
H 3.40693 -0.74530 -1.61040 -0.002 -0.007 -0.001 0.11
H 3.91224 -1.62373 -3.85719 -0.003 0.002 0.004 0.10
O -0.69541 1.69646 2.87793 -0.007 -0.001 0.005 -0.17
S -0.86284 0.85502 1.76145 -0.059 0.057 -0.007 0.45
O -0.78012 1.51705 0.40739 -0.014 0.040 0.013 -0.30
O 0.14793 -0.23423 1.56442 0.041 -0.057 0.030 -0.35
O -2.25579 0.21447 1.81566 0.035 -0.023 0.046 -0.42
```
Forces are in eV/Å.

Computed properties:
2S+1: 2
E: -198564.2993 eV
Energy above the lowest of the compared OMol25 structures with the same formula, charge and spin: 0.0 kJ/mol



Here is one molecule with the formula C13H8N4O from OMol25. Energies are from the ωB97M-V functional and the def2-TZVPD basis.

```
26
Properties=species:S:1:pos:R:3:forces:R:3:lowdin_charge:R:1
O -3.30442 -0.04284 1.23135 2.952 1.104 -0.398 0.04
N 1.59728 -0.86956 -4.24160 0.840 0.467 2.128 0.06
N 1.70300 -0.60847 -0.55777 -2.942 -0.930 -1.083 0.19
C -2.11944 0.25216 0.89727 -5.012 -0.786 1.653 -0.38
C 2.07372 -1.04470 -3.00930 -1.971 -0.004 -1.890 -0.02
C 1.26788 -0.89680 -1.81093 1.923 1.109 0.706 -0.25
C 0.31274 -0.43781 -4.31438 -1.989 -1.185 0.320 -0.17
C 0.47685 -0.28158 0.06016 1.402 0.469 1.386 -0.16
C -0.60158 -0.45898 -3.30395 1.089 0.307 0.326 0.00
C -0.58014 -0.16493 -0.78084 1.329 -1.076 -0.860 -0.17
C -0.10380 1.25734 3.97230 2.227 -2.408 -1.230 -0.07
C 1.13784 0.63547 3.60805 -0.622 0.688 -0.962 -0.02
C -1.22873 1.07777 3.21671 2.140 -1.763 -3.796 0.02
C 1.28057 0.04709 2.33776 3.399 0.601 3.157 -0.06
C -1.04739 0.52514 1.86159 1.804 0.018 1.554 -0.02
C 0.28478 0.06833 1.47658 -4.098 0.971 -2.573 -0.13
N -1.85930 0.29745 -0.45210 1.717 -1.338 -1.968 0.18
N -0.08416 -0.67717 -1.97993 -2.171 1.721 -1.599 0.07
H 3.08430 -1.33139 -3.06440 1.167 -0.329 0.981 0.10
H -0.11841 -0.28452 -5.28422 0.211 0.212 -0.530 0.10
H -1.66222 -0.24058 -3.54339 0.840 -0.163 0.891 0.13
H -0.13567 1.63210 4.93129 -0.389 1.038 1.890 0.08
H 2.03299 0.70864 4.23548 -0.583 -0.022 -0.016 0.11
H -2.14630 1.25751 3.63635 -2.280 0.709 0.425 0.09
H 2.26749 -0.30376 1.99231 -0.584 0.062 0.348 0.13
H -2.52785 -0.11591 -1.11439 -0.398 0.525 1.141 0.17
```
Forces are in eV/Å.

Computed properties:
E: -21617.3901 eV
Energy above the lowest of the compared OMol25 structures with the same formula, charge and spin: 142.4 kJ/mol
SMILES string: O=c1[nH]c2c(nc3cnccn32)c2ccccc12



Asked for largest force on an atom across the records above, the calculation gives 0.01313; 0.02696; 0.00343; 0.10377 hartree/bohr in order.